(1)
Density functional theory data (ωB97M-V/def2-TZVPD) for 12 unconnected molecules or ions with the total composition C32H72O36S8 at a distorted geometry.

F_max: 4.9 eV Å⁻¹
HOMO-LUMO gap: 9.00 eV
SMILES: O=S1(=O)OCCO1.O=S1(=O)OCCO1.O=S1(=O)OCCO1.O=S1(=O)OCCO1.O=S1(=O)OCCO1.O=S1(=O)OCCO1.O=S1(=O)OCCO1.O=S1(=O)OCCO1.CCOCC.CCOCC.CCOCC.CCOCC
highest occupied orbital energy: -9.0 eV

The geometry in ORCA input format:
```
! wB97M-V def2-TZVPD RIJCOSX def2/J DEFGRID3
* xyz 0 1
C 4.45 2.98 4.17
C 3.09 2.87 3.47
O 2.98 3.62 2.21
C 1.75 3.45 1.46
C 1.64 4.62 0.54
H 4.61 4.02 4.47
H 4.40 2.30 5.03
H 5.29 2.71 3.53
H 2.85 1.86 3.16
H 2.23 3.09 4.10
H 1.79 2.58 0.80
H 0.96 3.25 2.18
H 1.50 5.63 0.93
H 0.93 4.33 -0.23
H 2.65 4.73 0.13
C -0.24 1.49 -1.65
C -0.81 0.63 -0.59
O 0.27 0.01 0.08
C -0.07 -1.10 1.01
C 1.15 -1.89 1.60
H 0.32 2.29 -1.17
H 0.31 0.83 -2.33
H -1.09 1.87 -2.21
H -1.39 1.33 0.01
H -1.47 -0.12 -1.03
H -0.89 -0.96 1.72
H -0.54 -1.90 0.43
H 0.90 -2.94 1.75
H 1.34 -1.47 2.59
H 2.05 -1.81 0.98
C 3.27 0.99 -4.79
C 3.10 -0.47 -5.26
O 2.47 -1.23 -4.25
C 3.39 -1.86 -3.36
C 2.53 -2.50 -2.33
H 3.56 1.59 -5.65
H 2.31 1.38 -4.46
H 3.99 1.10 -3.98
H 2.43 -0.40 -6.12
H 3.95 -1.02 -5.68
H 4.10 -2.50 -3.89
H 4.05 -1.20 -2.79
H 3.13 -2.77 -1.46
H 1.91 -3.29 -2.75
H 1.78 -1.80 -1.97
C -1.94 1.11 8.27
C -1.28 1.33 6.89
O -0.33 0.30 6.63
C 0.42 0.49 5.40
C -0.50 0.26 4.17
H -2.68 1.83 8.63
H -2.46 0.15 8.26
H -1.18 1.00 9.04
H -2.02 1.43 6.09
H -0.73 2.26 7.04
H 0.79 1.52 5.42
H 1.23 -0.24 5.42
H -0.05 0.35 3.18
H -1.31 0.98 4.12
H -1.00 -0.71 4.21
C 2.09 -6.25 6.08
C 2.80 -6.65 4.82
O 2.43 -5.78 3.81
S 1.10 -4.92 4.25
O 0.02 -5.08 3.30
O 1.42 -3.51 4.60
O 0.88 -5.82 5.59
H 2.55 -5.49 6.71
H 1.95 -7.12 6.72
H 2.62 -7.68 4.52
H 3.88 -6.57 4.86
C -5.42 2.54 -2.97
C -3.93 2.27 -3.06
O -3.40 3.11 -2.01
S -4.44 3.15 -0.72
O -4.47 4.54 -0.29
O -4.18 2.12 0.29
O -5.76 2.64 -1.63
H -6.00 1.68 -3.28
H -5.64 3.44 -3.55
H -3.50 2.47 -4.04
H -3.76 1.22 -2.87
C 0.48 3.90 -5.16
C 1.83 4.54 -4.90
O 2.41 4.93 -6.09
S 1.67 4.16 -7.38
O 2.60 3.23 -8.04
O 0.95 5.17 -8.17
O 0.57 3.36 -6.46
H -0.28 4.67 -5.15
H 0.15 3.11 -4.48
H 2.64 3.92 -4.51
H 1.61 5.39 -4.26
C 6.04 -4.23 2.35
C 4.91 -4.15 1.30
O 4.54 -2.81 1.17
S 5.03 -1.83 2.40
O 3.89 -1.30 3.22
O 6.05 -0.92 1.86
O 5.70 -3.15 3.16
H 7.03 -3.95 1.99
H 6.08 -5.14 2.94
H 4.05 -4.67 1.70
H 5.22 -4.59 0.35
C -3.41 -1.68 1.92
C -4.85 -2.22 2.15
O -4.82 -2.67 3.51
S -3.40 -3.49 3.76
O -3.51 -4.81 3.11
O -2.82 -3.25 5.10
O -2.63 -2.42 2.74
H -3.27 -0.63 2.17
H -3.05 -1.84 0.90
H -4.97 -3.02 1.42
H -5.61 -1.46 1.99
C -3.25 -5.64 -0.08
C -1.82 -5.35 0.21
O -1.46 -4.19 -0.54
S -2.56 -3.79 -1.68
O -2.36 -4.68 -2.86
O -2.60 -2.36 -1.86
O -3.67 -4.45 -0.66
H -3.88 -5.91 0.76
H -3.40 -6.49 -0.75
H -1.22 -6.21 -0.10
H -1.67 -5.20 1.28
C -0.68 -0.80 -5.31
C -0.99 -1.99 -4.46
O -2.41 -2.17 -4.47
S -3.23 -1.05 -5.38
O -4.41 -0.58 -4.68
O -3.38 -1.42 -6.76
O -1.91 -0.08 -5.19
H -0.55 -1.08 -6.36
H 0.12 -0.17 -4.92
H -0.70 -1.65 -3.47
H -0.38 -2.86 -4.72
C -3.89 6.94 -2.68
C -2.93 7.61 -1.65
O -1.74 6.93 -1.61
S -1.48 6.00 -2.91
O -0.90 4.69 -2.57
O -0.72 6.82 -3.88
O -3.08 5.88 -3.19
H -4.11 7.68 -3.46
H -4.78 6.48 -2.25
H -3.29 7.64 -0.63
H -2.71 8.60 -2.07
*
```

***

(2)
Density functional theory data (ωB97M-V/def2-TZVPD) for a molecular structure, C2BrF3O at a distorted geometry.

relative energy (zero: lowest compared OMol25 entry of this formula, charge and spin): 108.18 kJ/mol
F_max: 2.0 eV Å⁻¹
HOMO-LUMO gap (spin up / spin down): 7.35 / 9.28 eV
<S²>: 2.014
highest occupied orbital energy (spin up / spin down): -6.8 / -11.5 eV

The geometry in ORCA input format:
```
! wB97M-V def2-TZVPD RIJCOSX def2/J DEFGRID3
* xyz 0 3
C -1.32 -0.32 0.28
C 1.53 0.27 0.14
O 0.49 -0.21 -0.19
F -1.87 0.48 -0.59
F -1.55 -1.54 -0.14
F 1.80 1.56 0.08
Br 2.96 -0.68 0.87
*
```